# 1
{"formula": "C25H24AuN6O6S", "method": "ωB97M-V/def2-TZVPD", "elements": ["Au", "C", "N", "C", "C", "N", "C", "S", "C", "C", "C", "C", "C", "N", "H", "H", "H", "H", "H", "H", "H", "H", "H", "O", "C", "O", "C", "C", "C", "C", "C", "C", "N", "O", "O", "N", "O", "O", "H", "H", "H", "C", "N", "C", "C", "C", "C", "C", "C", "C", "C", "H", "H", "H", "H", "H", "H", "H", "H", "H", "H", "H", "H"], "coordinates": [[-0.1662, 0.2517, -1.5816], [2.9257, -3.3300, -2.4473], [1.5192, -3.5358, -2.1190], [1.0245, -4.6265, -1.4370], [-0.2968, -4.4405, -1.3081], [-0.6149, -3.2385, -1.9255], [0.5318, -2.6694, -2.4096], [0.8493, -1.2149, -3.2704], [-1.9497, -2.7124, -1.9489], [-3.0282, -3.5361, -1.6503], [-4.2894, -2.9730, -1.6825], [-4.4373, -1.6347, -2.0200], [-3.2975, -0.9139, -2.3100], [-2.0723, -1.4444, -2.2681], [3.4584, -4.2451, -2.2046], [3.3236, -2.5002, -1.8668], [3.0344, -3.1103, -3.5056], [1.6559, -5.4284, -1.1025], [-1.0225, -5.0443, -0.8026], [-2.9102, -4.5812, -1.4173], [-5.1529, -3.5830, -1.4545], [-5.4099, -1.1673, -2.0658], [-3.3483, 0.1326, -2.5849], [-0.2264, -1.5727, 0.4163], [-0.3513, -0.5527, 1.0927], [-0.4855, 0.6235, 0.6076], [-0.2513, -0.6279, 2.5893], [-0.4741, -1.8267, 3.2503], [-0.3393, -1.8567, 4.6248], [0.0347, -0.7610, 5.3765], [0.2610, 0.4060, 4.6756], [0.1104, 0.4994, 3.3096], [0.6888, 1.6162, 5.4123], [0.8641, 1.5147, 6.6007], [0.8420, 2.6339, 4.7636], [-0.5909, -3.1376, 5.3308], [-0.4930, -3.1335, 6.5350], [-0.8815, -4.0954, 4.6493], [-0.7375, -2.7219, 2.7071], [0.1472, -0.8191, 6.4488], [0.2718, 1.4433, 2.8130], [2.0974, 2.3162, 0.5117], [1.2135, 3.4539, 0.5866], [1.6691, 4.6748, 1.2017], [-0.0424, 3.4343, -0.1450], [0.2397, 3.3612, -1.6387], [0.5057, 4.5643, -2.2957], [0.7119, 4.5953, -3.6625], [0.6441, 3.4082, -4.3794], [0.3866, 2.2116, -3.7259], [0.1859, 2.1575, -2.3432], [2.6688, 2.2463, 1.4352], [2.7844, 2.4788, -0.3273], [1.5108, 1.4215, 0.3190], [2.4839, 4.4731, 1.8900], [0.8339, 5.1532, 1.7113], [2.0160, 5.3401, 0.4015], [-0.5917, 4.3371, 0.1115], [-0.5857, 2.5472, 0.1866], [0.5146, 5.4931, -1.7341], [0.9057, 5.5336, -4.1637], [0.7891, 3.4124, -5.4517], [0.3432, 1.3001, -4.3085]], "forces_ev_per_angstrom": [[0.15, -0.09, -0.05], [-0.09, -0.03, 0.03], [0.21, -0.01, -0.01], [-0.02, 0.07, -0.06], [0.01, 0.04, 0.01], [-0.18, 0.09, 0.03], [-0.05, -0.06, -0.01], [-0.23, 0.00, 0.11], [0.34, -0.14, -0.09], [-0.01, 0.01, -0.05], [-0.04, 0.01, 0.00], [0.00, -0.05, -0.03], [0.06, 0.00, -0.01], [-0.12, 0.18, 0.22], [0.02, 0.02, 0.00], [0.00, 0.01, -0.01], [0.00, -0.01, 0.00], [0.02, -0.01, 0.01], [-0.04, -0.01, 0.02], [0.01, -0.04, -0.02], [0.00, 0.01, 0.00], [-0.01, 0.00, 0.01], [0.00, 0.01, 0.01], [-0.12, -0.21, -0.27], [0.21, 0.12, 0.21], [-0.22, -0.03, 0.11], [-0.09, -0.01, 0.01], [0.07, 0.00, 0.03], [-0.02, -0.19, 0.06], [0.02, 0.02, -0.03], [0.04, 0.13, 0.13], [-0.07, 0.02, -0.09], [-0.04, -0.10, -0.06], [-0.01, -0.02, 0.13], [0.05, 0.11, -0.08], [-0.03, 0.12, -0.05], [0.03, 0.01, 0.13], [-0.02, -0.09, -0.09], [-0.01, 0.01, -0.01], [0.00, 0.00, -0.02], [-0.02, -0.03, 0.01], [0.00, 0.15, -0.09], [-0.03, -0.04, 0.04], [-0.07, -0.09, -0.10], [0.11, -0.03, 0.04], [-0.17, -0.03, 0.07], [0.00, 0.01, 0.01], [-0.01, -0.06, 0.00], [0.00, 0.03, 0.03], [0.07, 0.07, 0.07], [0.13, -0.07, -0.39], [0.02, -0.01, 0.01], [0.05, -0.03, 0.02], [0.06, 0.04, 0.03], [0.01, 0.01, 0.01], [0.01, 0.02, 0.02], [0.02, 0.05, 0.05], [0.01, 0.02, 0.00], [0.00, 0.09, -0.01], [0.00, -0.01, 0.01], [0.00, 0.00, 0.00], [0.00, 0.00, -0.01], [-0.02, 0.02, -0.02]], "s_squared": 2.010, "gap_ev": [7.22, 5.62], "charge": 1, "fmax_ev_per_a": 0.42, "energy_ha": -2280.46831, "homo_energy_ev": [-10.2, -11.1], "mol_weight_da": 733.5, "multiplicity": 3}

# 2
{"formula": "C25H24ClN3O", "method": "ωB97M-V/def2-TZVPD", "elements": ["O", "C", "N", "C", "C", "C", "C", "C", "C", "C", "H", "H", "H", "Cl", "H", "H", "H", "C", "H", "C", "C", "H", "H", "C", "N", "C", "C", "H", "C", "H", "H", "C", "H", "H", "H", "C", "C", "C", "C", "C", "C", "C", "C", "N", "C", "H", "H", "H", "H", "H", "H", "H", "H", "H"], "coordinates": [[-1.5244, 2.0687, -1.5050], [-1.4529, 0.9935, -0.9527], [-2.4925, 0.1612, -0.7395], [-3.8294, 0.4332, -1.2086], [-4.1777, -0.4157, -2.4044], [-3.3665, -0.3523, -3.5314], [-3.6514, -1.1472, -4.6269], [-4.7406, -2.0054, -4.6238], [-5.5468, -2.0608, -3.5012], [-5.2659, -1.2765, -2.3948], [-5.8993, -1.3308, -1.5216], [-6.3980, -2.7248, -3.4890], [-4.9505, -2.6163, -5.4873], [-2.6328, -1.0684, -6.0221], [-2.5223, 0.3198, -3.5470], [-3.8430, 1.4930, -1.4829], [-4.5424, 0.2603, -0.3956], [-2.1415, -1.1299, -0.2053], [-2.2613, -1.9019, -0.9771], [-0.6767, -0.9862, 0.2294], [-0.4851, -0.8147, 1.7448], [-0.1796, -1.7360, 2.2378], [-1.4198, -0.4761, 2.1916], [0.5559, 0.3000, 1.9005], [0.2475, 1.1635, 0.7619], [1.2496, 2.0670, 0.2456], [2.0121, 1.2888, -0.8402], [2.8412, 0.7345, -0.3989], [0.9533, 0.3302, -1.4014], [0.5812, 0.6878, -2.3614], [1.3476, -0.6764, -1.5382], [-0.1953, 0.3481, -0.3617], [2.4096, 1.9528, -1.6048], [0.7175, 2.9063, -0.2118], [1.8831, 2.4407, 1.0475], [1.9881, -0.1856, 1.9713], [2.4404, -1.3321, 1.3665], [3.7876, -1.7180, 1.4237], [4.7031, -0.9573, 2.0936], [4.2900, 0.2185, 2.7484], [5.1789, 1.0450, 3.4678], [4.7029, 2.1670, 4.0873], [3.3294, 2.4508, 3.9852], [2.4822, 1.7154, 3.3248], [2.9228, 0.6067, 2.6949], [2.9133, 3.3255, 4.4697], [5.3516, 2.8238, 4.6460], [6.2252, 0.7749, 3.5175], [5.7443, -1.2436, 2.1361], [4.0938, -2.6274, 0.9270], [1.7586, -1.9683, 0.8257], [0.3806, 0.8879, 2.8082], [-0.0968, -1.8281, -0.1503], [-2.7992, -1.3851, 0.6326]], "forces_ev_per_angstrom": [[0.10, 0.43, -0.27], [0.26, -0.21, 0.23], [-0.37, -0.19, 0.15], [0.05, 0.23, -0.02], [-0.12, -0.11, -0.02], [-0.05, -0.05, -0.05], [-0.12, 0.02, 0.23], [0.01, 0.00, -0.03], [-0.01, -0.03, -0.07], [0.07, 0.12, 0.03], [-0.05, 0.00, 0.11], [-0.07, -0.07, -0.01], [0.00, -0.05, -0.09], [0.12, 0.01, -0.17], [0.13, 0.09, -0.04], [-0.07, -0.11, 0.10], [0.02, 0.04, -0.08], [-0.01, -0.33, -0.09], [-0.03, 0.03, 0.11], [-0.04, 0.03, 0.06], [0.15, 0.11, -0.01], [-0.05, -0.02, 0.06], [-0.04, -0.01, 0.03], [-0.18, -0.02, 0.39], [-0.33, -0.06, 0.10], [0.19, 0.36, -0.16], [0.00, 0.08, 0.07], [0.02, 0.03, -0.05], [-0.02, 0.03, -0.06], [0.04, -0.05, -0.05], [-0.02, -0.04, -0.03], [-0.08, -0.13, -0.33], [0.07, 0.02, -0.03], [0.16, 0.03, 0.04], [-0.04, 0.06, -0.04], [0.03, -0.17, -0.06], [-0.18, 0.23, 0.17], [0.31, -0.03, 0.03], [-0.04, -0.15, -0.12], [-0.33, 0.14, 0.01], [-0.08, 0.22, 0.13], [0.25, -0.26, -0.11], [-0.07, 0.09, 0.04], [-0.33, 0.32, 0.14], [0.57, -0.38, -0.07], [0.04, 0.10, 0.08], [0.05, 0.04, 0.04], [0.07, 0.00, 0.02], [0.09, -0.05, -0.01], [0.05, -0.06, -0.03], [-0.15, -0.06, -0.06], [-0.01, -0.25, -0.14], [-0.01, 0.08, -0.01], [0.04, -0.04, -0.02]], "smiles": "O=C1N(Cc2cccc(Cl)c2)C[C@@H]2C[C@@H](c3cccc4cccnc34)N3CCC[C@@]123", "gap_ev": 8.20, "charge": 0, "fmax_ev_per_a": 0.69, "energy_ha": -1666.81179, "homo_energy_ev": -8.1, "mol_weight_da": 417.9}

# 3
{"formula": "C25H24ClNO2Pt", "method": "ωB97M-V/def2-TZVPD", "elements": ["C", "C", "C", "H", "C", "C", "H", "H", "H", "H", "Pt", "Cl", "C", "C", "C", "H", "C", "C", "H", "H", "H", "H", "C", "C", "C", "C", "C", "C", "N", "C", "C", "C", "C", "C", "C", "C", "O", "O", "C", "C", "H", "H", "H", "H", "H", "H", "H", "H", "H", "H", "H", "H", "H", "H"], "coordinates": [[2.0729, 1.8846, 1.5961], [1.6578, 3.0822, 1.0719], [2.0468, 3.1606, -0.3874], [1.1316, 3.8812, 1.5650], [2.8744, 1.9102, -0.5655], [2.8445, 1.1711, 0.5945], [3.3822, 0.2369, 0.7758], [1.9460, 1.5094, 2.6029], [2.5122, 4.0950, -0.7099], [3.3734, 1.6639, -1.4970], [0.3536, 3.0933, -1.5489], [-1.0126, 1.9888, -0.0326], [-1.1790, 3.7616, -2.9855], [-0.0076, 3.3749, -3.7536], [1.0779, 4.2196, -3.3470], [0.0364, 2.5904, -4.5058], [0.5918, 5.1271, -2.3298], [-0.8236, 4.8958, -2.1541], [-1.4896, 5.4605, -1.5096], [-2.1538, 3.2932, -3.0516], [2.0751, 4.2304, -3.7819], [1.1912, 5.8746, -1.8127], [-2.6626, -1.4836, 4.1401], [-1.2990, -1.5569, 3.4992], [-0.1680, -1.4383, 4.3037], [1.1182, -1.4106, 3.7630], [1.2764, -1.5057, 2.3798], [0.1553, -1.6716, 1.5570], [0.3664, -1.6822, 0.1814], [-0.0037, -2.6736, -0.7025], [-0.1894, -4.0218, -0.3315], [-0.6715, -4.9181, -1.2897], [-1.0303, -4.4615, -2.5653], [-0.8312, -3.1167, -2.9180], [-0.2420, -2.2259, -2.0278], [0.0813, -0.7678, -2.3764], [-0.6621, -0.2045, -3.2036], [1.0936, -0.2672, -1.7724], [-1.1497, -1.7388, 2.1162], [-2.3308, -1.9047, 1.2152], [-3.2987, -0.7164, 3.6864], [-3.2004, -2.4361, 4.0744], [-2.5626, -1.2336, 5.2007], [-0.3050, -1.3506, 5.3844], [1.9950, -1.2999, 4.3979], [2.2678, -1.4643, 1.9237], [0.9022, -0.8984, -0.2662], [0.0842, -4.3394, 0.6810], [-0.7379, -5.9766, -1.0395], [-1.4480, -5.1548, -3.2944], [-1.1383, -2.7346, -3.8904], [-2.4114, -1.0455, 0.5377], [-2.2510, -2.8128, 0.6083], [-3.2483, -1.9927, 1.7942]], "forces_ev_per_angstrom": [[0.53, 0.40, -0.40], [1.04, -0.26, -1.02], [2.05, -1.39, 2.62], [-0.27, -0.04, 0.17], [-0.53, 0.86, 0.54], [0.11, 0.49, -0.29], [-0.35, 0.16, -0.20], [-0.30, 0.09, 0.03], [0.06, -0.06, 0.03], [-0.11, -0.12, 0.15], [0.42, -1.48, 0.43], [-1.47, -0.98, 1.16], [-0.01, 1.05, -1.22], [-0.72, 0.58, 0.38], [-0.20, 1.08, -0.37], [-0.03, 0.09, 0.44], [-0.14, 0.68, -1.42], [0.04, -0.50, -0.85], [0.19, -0.31, 0.01], [0.20, 0.08, 0.05], [-0.23, -0.16, 0.30], [-0.22, -0.24, -0.15], [-0.10, -0.03, 0.18], [0.22, -0.28, -0.32], [0.35, 0.13, 0.31], [-0.27, -0.02, -0.43], [-0.16, -0.06, 0.57], [0.04, -0.24, 0.31], [0.36, -0.33, 0.43], [-0.18, 0.51, 0.18], [0.08, 0.31, -0.37], [0.04, 0.35, -0.18], [0.10, -0.12, 0.19], [0.33, 0.02, 0.30], [-0.25, -0.54, 0.12], [0.36, 0.93, -0.07], [0.34, -0.45, 0.04], [-0.91, -0.55, -1.10], [0.69, 0.18, 0.14], [-0.19, 0.00, -0.16], [0.13, -0.08, -0.03], [0.01, 0.07, -0.03], [0.01, -0.04, -0.08], [0.06, 0.05, -0.23], [-0.18, 0.00, -0.02], [-0.39, 0.02, 0.09], [-0.40, -0.28, -0.05], [-0.19, 0.11, -0.37], [-0.16, 0.15, -0.06], [0.06, 0.08, 0.13], [0.13, -0.08, 0.14], [0.04, -0.13, 0.01], [0.04, 0.18, 0.00], [-0.07, 0.10, -0.04]], "s_squared": 2.011, "gap_ev": [2.94, 5.27], "charge": -2, "fmax_ev_per_a": 3.61, "energy_ha": -1751.72437, "homo_energy_ev": [1.5, -1.0], "e_above_lowest_kcal_mol": 0.00, "mol_weight_da": 601.0, "multiplicity": 3}

Question: Which of these has the highest charge?
Answer: C25H24AuN6O6S